(1)
One molecule with the formula CH2N2O2, computed with the ωB97M-V functional and the def2-TZVPD basis.

Atoms and positions in Å:
O  1.87  -0.30  -1.25
C  0.87  -0.27  -0.60
N  -0.07  0.71  -0.59
N  -0.08  2.03  -1.50
O  -1.00  2.71  -1.24
H  0.58  -1.07  0.12
H  -0.88  0.64  0.01

Properties
highest occupied orbital energy: -10.14 eV
SMILES: O=CNN=O
calculated total energy: -299.20214 Eh
HOMO-LUMO gap: 9.400 eV
energy relative to the best compared isomer or geometry (same formula, charge and spin): 84.5 kcal/mol
LUMO level: -0.73 eV

Here are the Löwdin charges for atoms 1 to 5, given in e: O 0.046; C -0.416; N 0.046; N 0.050; O 0.038

---

(2)
C37H40IN2O10P2ReS2 as an isolated structure, computed with the ωB97M-V functional and the def2-TZVPD basis.

Atoms and positions in Å:
Re  1.18  -0.39  0.30
N  2.12  2.90  4.25
C  1.20  1.80  3.90
C  0.40  1.28  5.09
P  0.03  2.57  2.59
O  -1.02  0.47  2.38
O  1.14  3.43  1.81
O  -0.04  1.18  1.56
P  2.24  0.47  3.18
O  3.01  0.02  4.50
O  3.35  1.22  2.36
O  1.62  -0.72  2.50
H  1.75  3.40  5.05
H  1.90  3.54  2.43
H  3.05  2.59  4.48
H  -0.28  2.06  5.44
H  1.07  1.01  5.91
H  -0.20  0.41  4.83
H  -1.16  -0.31  1.79
H  3.60  -0.73  4.36
O  -1.03  -1.48  -2.44
S  -2.14  -1.30  -3.44
C  -3.48  -2.30  -2.74
C  -3.76  -1.95  -1.27
C  -3.88  -3.20  -0.41
C  -2.53  -3.72  0.06
S  -1.63  -2.82  1.36
O  -0.93  -1.62  0.74
C  -2.98  -2.18  2.31
C  -3.41  -2.94  3.39
C  -4.46  -2.47  4.17
C  -5.05  -1.25  3.87
C  -4.61  -0.50  2.79
C  -3.57  -0.96  2.00
C  -2.84  0.31  -3.16
C  -3.79  0.80  -4.05
C  -4.34  2.05  -3.83
C  -3.93  2.81  -2.74
C  -2.98  2.31  -1.86
C  -2.42  1.06  -2.07
H  -3.09  -3.31  -2.85
H  -4.36  -2.19  -3.37
H  -4.66  -1.34  -1.21
H  -2.93  -1.35  -0.89
H  -4.37  -4.00  -0.96
H  -4.50  -3.01  0.47
H  -1.80  -3.80  -0.76
H  -2.62  -4.71  0.51
H  -2.92  -3.88  3.63
H  -4.80  -3.05  5.01
H  -5.86  -0.88  4.48
H  -5.07  0.45  2.56
H  -3.21  -0.38  1.16
H  -4.08  0.21  -4.91
H  -5.07  2.45  -4.52
H  -4.35  3.79  -2.58
H  -2.65  2.91  -1.02
H  -1.65  0.66  -1.42
N  1.72  -1.79  -1.19
C  2.83  -2.67  -0.94
C  2.68  -4.03  -1.12
C  3.75  -4.88  -0.90
C  4.97  -4.35  -0.49
C  5.10  -2.99  -0.30
C  4.04  -2.12  -0.52
C  4.16  -0.66  -0.26
C  5.36  -0.05  -0.46
C  5.60  1.34  -0.09
C  4.69  2.05  0.57
C  3.36  1.44  0.87
C  3.02  0.11  0.25
H  0.90  -2.32  -1.49
H  1.93  -1.13  -1.97
H  1.73  -4.42  -1.46
H  3.64  -5.95  -1.05
H  5.81  -5.01  -0.31
H  6.04  -2.59  0.06
H  6.17  -0.60  -0.91
H  6.56  1.78  -0.33
H  4.87  3.07  0.88
H  2.57  2.14  0.66
I  0.70  7.03  -4.69
C  0.91  5.12  -3.88
C  1.51  4.12  -4.63
C  1.64  2.85  -4.08
C  1.17  2.58  -2.80
C  0.58  3.60  -2.06
C  0.44  4.87  -2.59
C  1.35  1.21  -2.24
O  2.00  0.36  -2.84
O  0.79  1.02  -1.08
H  1.87  4.32  -5.62
H  2.11  2.05  -4.65
H  0.23  3.39  -1.06
H  -0.02  5.66  -2.01

Properties
charge: +1
highest occupied orbital energy (alpha / beta): -9.85 / -9.38 eV
calculated total energy: -4150.69005 Eh
HOMO-LUMO gap (alpha / beta): 7.109 / 6.994 eV
⟨S²⟩: 1.127
multiplicity: 2
LUMO level (alpha / beta): -2.74 / -2.38 eV

Here are the Löwdin charges for atoms 1 to 5, given in e: Re 1.473; N 0.010; C -0.644; C -0.098; P 1.026

---

(3)
A 9-piece molecular cluster, C72H160F2N9O4S2 overall, computed with the ωB97M-V functional and the def2-TZVPD basis.

Atoms and positions in Å:
N  0.07  -1.39  1.48
S  1.47  -1.44  1.13
O  2.24  -0.22  1.02
O  1.89  -2.62  0.33
F  2.02  -1.93  2.54
S  -0.41  -0.60  0.03
O  0.34  -0.56  -1.22
O  -1.26  0.55  0.40
F  -1.55  -1.67  -0.34
C  4.55  2.62  0.69
C  4.06  3.25  2.07
C  3.56  4.72  1.85
N  2.90  5.49  3.08
C  2.05  6.66  2.60
C  1.73  7.65  3.79
C  2.87  8.14  4.69
C  3.57  6.91  5.21
C  4.09  5.97  4.01
C  2.11  4.45  4.01
H  3.84  2.92  -0.09
H  4.35  1.55  0.74
H  5.59  2.75  0.39
H  4.86  3.27  2.80
H  3.30  2.66  2.59
H  2.76  4.62  1.11
H  4.37  5.31  1.40
H  2.65  7.10  1.81
H  1.19  6.27  2.06
H  1.18  8.47  3.32
H  0.96  7.13  4.36
H  3.60  8.74  4.15
H  2.41  8.74  5.48
H  4.33  7.29  5.89
H  2.88  6.30  5.78
H  4.80  6.44  3.33
H  4.59  5.07  4.38
H  1.57  4.97  4.80
H  2.73  3.64  4.39
H  1.28  4.17  3.36
C  1.01  0.50  4.44
C  -0.44  0.62  4.74
C  -1.29  1.30  3.66
N  -2.76  1.47  4.07
C  -3.34  2.49  3.05
C  -4.76  2.99  3.45
C  -4.86  3.68  4.93
C  -4.36  2.62  5.94
C  -2.92  2.08  5.58
C  -3.56  0.19  3.96
H  1.38  1.39  3.91
H  1.05  -0.21  3.61
H  1.75  0.28  5.21
H  -0.68  1.08  5.70
H  -0.77  -0.40  4.93
H  -1.24  0.87  2.66
H  -0.99  2.35  3.61
H  -2.66  3.34  3.03
H  -3.37  2.00  2.08
H  -5.02  3.74  2.70
H  -5.59  2.30  3.37
H  -4.11  4.47  5.01
H  -5.87  4.00  5.17
H  -4.41  3.02  6.95
H  -5.01  1.75  5.99
H  -2.14  2.84  5.68
H  -2.68  1.25  6.24
H  -2.92  -0.44  4.59
H  -3.60  -0.20  2.94
H  -4.53  0.31  4.43
C  1.95  1.86  -2.63
C  2.63  0.83  -3.50
C  4.07  1.24  -3.90
N  4.77  0.14  -4.73
C  4.12  0.08  -6.11
C  5.02  -0.68  -7.06
C  6.49  -0.08  -7.12
C  7.12  -0.11  -5.73
C  6.25  0.64  -4.69
C  4.68  -1.28  -4.02
H  0.88  1.74  -2.48
H  2.22  2.85  -3.00
H  2.37  1.88  -1.62
H  2.01  0.74  -4.39
H  2.51  -0.17  -3.07
H  4.58  1.52  -2.98
H  4.05  2.12  -4.54
H  4.01  1.15  -6.30
H  3.09  -0.25  -5.97
H  4.66  -0.73  -8.09
H  5.00  -1.71  -6.72
H  6.50  0.95  -7.49
H  7.11  -0.66  -7.80
H  8.17  0.19  -5.68
H  7.10  -1.12  -5.32
H  6.27  1.68  -5.02
H  6.53  0.72  -3.64
H  5.40  -1.99  -4.44
H  3.71  -1.69  -4.29
H  4.75  -1.19  -2.93
C  4.27  -4.52  3.77
C  4.88  -3.99  2.44
C  5.29  -5.34  1.74
N  5.87  -5.13  0.34
C  6.38  -6.55  -0.13
C  6.74  -6.70  -1.61
C  5.58  -6.18  -2.44
C  5.26  -4.68  -2.16
C  4.87  -4.43  -0.63
C  7.17  -4.26  0.48
H  4.13  -3.66  4.42
H  5.06  -5.17  4.16
H  3.35  -5.04  3.55
H  5.75  -3.36  2.63
H  4.25  -3.30  1.88
H  4.51  -6.10  1.68
H  6.08  -5.75  2.37
H  5.49  -7.14  0.10
H  7.15  -6.98  0.52
H  6.77  -7.73  -1.96
H  7.68  -6.21  -1.88
H  4.78  -6.80  -2.04
H  5.68  -6.33  -3.51
H  4.41  -4.45  -2.80
H  6.04  -4.02  -2.53
H  3.83  -4.66  -0.42
H  4.84  -3.36  -0.43
H  7.65  -4.14  -0.49
H  7.89  -4.74  1.13
H  6.94  -3.25  0.81
C  -0.34  3.80  0.27
C  -1.71  3.93  -0.38
C  -2.09  5.40  -0.81
N  -2.16  5.64  -2.32
C  -2.40  7.15  -2.66
C  -2.70  7.24  -4.21
C  -3.95  6.42  -4.64
C  -3.65  4.93  -4.33
C  -3.40  4.78  -2.83
C  -0.87  5.12  -2.93
H  -0.12  4.82  0.59
H  0.38  3.45  -0.47
H  -0.26  3.01  1.02
H  -2.55  3.66  0.27
H  -1.87  3.12  -1.10
H  -1.16  5.96  -0.66
H  -2.93  5.69  -0.19
H  -3.22  7.56  -2.07
H  -1.44  7.54  -2.33
H  -2.84  8.30  -4.44
H  -1.90  6.85  -4.83
H  -4.80  6.78  -4.06
H  -4.21  6.64  -5.67
H  -4.48  4.30  -4.65
H  -2.84  4.51  -4.93
H  -4.24  5.15  -2.24
H  -3.17  3.73  -2.62
H  -0.76  4.04  -2.79
H  -0.01  5.72  -2.64
H  -1.03  5.20  -4.01
C  -0.91  -5.48  -7.18
C  -0.90  -4.36  -6.19
C  -0.12  -4.73  -4.96
N  -0.02  -3.59  -3.92
C  1.00  -4.02  -2.79
C  0.40  -5.20  -1.99
C  -0.93  -4.91  -1.44
C  -1.97  -4.47  -2.57
C  -1.42  -3.24  -3.30
C  0.49  -2.24  -4.48
H  -1.46  -6.39  -6.95
H  0.13  -5.76  -7.39
H  -1.26  -5.08  -8.14
H  -1.91  -3.99  -6.01
H  -0.39  -3.59  -6.77
H  0.92  -4.80  -5.29
H  -0.49  -5.67  -4.54
H  1.93  -4.27  -3.28
H  1.25  -3.11  -2.24
H  0.41  -6.04  -2.68
H  1.05  -5.44  -1.14
H  -1.30  -5.79  -0.91
H  -0.85  -4.17  -0.65
H  -2.31  -5.28  -3.22
H  -2.86  -4.02  -2.14
H  -1.94  -2.88  -4.19
H  -1.26  -2.51  -2.51
H  0.38  -1.51  -3.67
H  -0.19  -1.95  -5.28
H  1.53  -2.37  -4.77
C  -4.10  -3.75  1.27
C  -3.04  -4.49  2.09
C  -2.24  -3.58  3.07
N  -1.01  -4.20  3.72
C  -0.27  -3.18  4.65
C  0.85  -3.70  5.49
C  0.20  -4.71  6.42
C  -0.36  -5.86  5.58
C  -1.44  -5.40  4.55
C  0.00  -4.62  2.61
H  -3.82  -3.86  0.22
H  -4.19  -2.68  1.49
H  -5.08  -4.20  1.37
H  -2.39  -4.92  1.33
H  -3.47  -5.37  2.57
H  -2.93  -3.35  3.89
H  -1.77  -2.72  2.62
H  -1.00  -2.74  5.32
H  0.13  -2.38  4.02
H  1.31  -2.85  5.99
H  1.74  -4.03  4.96
H  -0.57  -4.34  7.10
H  0.81  -5.07  7.24
H  -0.81  -6.53  6.32
H  0.51  -6.44  5.26
H  -2.27  -4.99  5.12
H  -1.78  -6.14  3.82
H  -0.26  -3.99  1.76
H  -0.32  -5.64  2.39
H  1.01  -4.46  2.98
C  -9.83  2.25  1.26
C  -9.05  1.82  0.05
C  -7.58  1.67  0.35
N  -6.72  1.74  -0.94
C  -5.20  1.62  -0.67
C  -4.85  0.26  -0.10
C  -5.29  -0.91  -0.95
C  -6.78  -0.73  -1.40
C  -7.09  0.67  -1.95
C  -6.89  3.10  -1.67
H  -9.53  3.26  1.53
H  -9.80  1.60  2.13
H  -10.90  2.29  1.05
H  -9.33  2.49  -0.76
H  -9.41  0.87  -0.34
H  -7.47  0.74  0.91
H  -7.17  2.48  0.95
H  -4.97  2.51  -0.07
H  -4.68  1.82  -1.60
H  -5.19  0.16  0.93
H  -3.76  0.30  -0.06
H  -5.22  -1.83  -0.37
H  -4.65  -0.96  -1.84
H  -7.39  -0.92  -0.52
H  -7.02  -1.46  -2.16
H  -8.14  0.82  -2.22
H  -6.53  0.91  -2.85
H  -6.31  3.28  -2.58
H  -6.56  3.82  -0.93
H  -7.92  3.24  -2.01

Properties
charge: +7
highest occupied orbital energy: -22.92 eV
calculated total energy: -4626.28877 Eh
HOMO-LUMO gap: 10.491 eV
energy relative to the best compared isomer or geometry (same formula, charge and spin): 7.8 kcal/mol
LUMO level: -12.43 eV

Here are the Löwdin charges for atoms 1 to 5, given in e: N -0.225; S 0.336; O -0.268; O -0.314; F -0.194

---

(4)
One molecule with the formula C15H17N3O3S2, computed with the ωB97M-V functional and the def2-TZVPD basis.

Atoms and positions in Å:
C  5.50  -3.94  3.97
C  4.63  -3.47  2.82
O  5.01  -3.44  1.67
N  3.39  -3.09  3.23
C  2.32  -2.60  2.48
C  1.14  -2.28  3.17
C  0.03  -1.79  2.52
C  0.09  -1.61  1.14
N  -0.92  -1.15  0.35
C  -0.57  -1.08  -0.88
S  -1.59  -0.55  -2.17
C  -2.96  0.18  -1.20
C  -2.67  1.62  -0.82
O  -2.52  1.94  0.35
N  -2.58  2.52  -1.82
C  -2.72  2.24  -3.24
C  -3.03  3.54  -3.97
O  -2.00  4.50  -3.84
C  -1.33  4.45  -2.60
C  -2.21  3.89  -1.49
S  1.08  -1.60  -1.25
C  1.28  -1.93  0.45
C  2.39  -2.42  1.10
H  5.62  -3.14  4.70
H  6.47  -4.23  3.58
H  5.04  -4.80  4.46
H  3.20  -3.16  4.22
H  1.10  -2.42  4.24
H  -0.88  -1.54  3.05
H  -3.86  0.09  -1.82
H  -3.05  -0.41  -0.29
H  -3.53  1.53  -3.41
H  -1.79  1.81  -3.64
H  -3.13  3.35  -5.04
H  -3.98  3.95  -3.60
H  -0.43  3.83  -2.69
H  -1.02  5.47  -2.37
H  -3.11  4.51  -1.37
H  -1.68  3.87  -0.54
H  3.30  -2.66  0.57

Properties
highest occupied orbital energy: -7.94 eV
SMILES: CC(=O)Nc1ccc2nc(SCC(=O)N3CCOCC3)sc2c1
calculated total energy: -1768.19290 Eh
HOMO-LUMO gap: 8.462 eV
energy relative to the best compared isomer or geometry (same formula, charge and spin): 15.3 kcal/mol
LUMO level: 0.52 eV

Here are the Löwdin charges for atoms 1 to 5, given in e: C -0.002; C -0.513; O 0.071; N 0.111; C -0.219

---

(5)
A 11-piece molecular cluster, C20H50O17 overall, computed with the ωB97M-V functional and the def2-TZVPD basis.

Atoms and positions in Å:
C  -5.34  -0.98  5.10
C  -4.00  -1.07  4.36
C  -4.05  -1.13  2.87
O  -3.20  -0.05  2.41
C  -2.75  0.63  3.55
O  -1.84  1.40  3.54
O  -3.27  0.13  4.63
H  -5.20  -0.91  6.15
H  -5.88  -1.91  4.88
H  -5.95  -0.16  4.78
H  -3.37  -1.84  4.81
H  -5.08  -0.94  2.45
H  -3.56  -2.01  2.46
C  3.26  2.03  -0.98
C  2.46  1.00  -1.77
C  2.49  -0.39  -1.21
O  1.34  -0.36  -0.35
C  0.48  0.60  -0.84
O  -0.66  0.86  -0.44
O  1.02  1.28  -1.78
H  3.09  3.08  -1.38
H  4.34  1.83  -1.07
H  2.95  1.94  0.04
H  2.68  0.98  -2.81
H  3.36  -0.50  -0.55
H  2.36  -1.19  -1.93
C  -0.77  -3.08  0.17
C  0.42  -2.89  1.08
C  0.19  -1.81  2.05
O  -0.40  -2.52  3.17
C  0.06  -3.77  3.07
O  -0.10  -4.53  3.95
O  0.72  -4.06  1.90
H  -0.48  -3.72  -0.68
H  -0.98  -2.08  -0.21
H  -1.62  -3.43  0.66
H  1.39  -2.77  0.62
H  -0.51  -1.06  1.76
H  1.15  -1.37  2.37
C  -3.69  1.86  -1.38
O  -2.45  2.42  -1.81
H  -4.32  2.55  -0.89
H  -4.19  1.39  -2.21
H  -3.55  1.10  -0.63
H  -1.75  1.84  -1.45
C  1.42  3.11  3.12
O  1.17  2.55  1.90
H  2.35  2.79  3.55
H  1.54  4.21  2.97
H  0.64  2.91  3.82
H  0.26  2.31  1.78
C  -1.63  -2.93  -3.37
O  -0.35  -3.27  -2.96
H  -1.74  -3.16  -4.45
H  -2.42  -3.46  -2.89
H  -1.83  -1.87  -3.25
H  0.32  -2.86  -3.57
C  2.57  -2.06  -4.74
O  1.13  -1.98  -4.91
H  2.97  -2.76  -5.49
H  3.04  -1.08  -4.86
H  2.68  -2.38  -3.72
H  0.82  -1.10  -5.13
C  -0.57  4.51  -3.90
O  -1.28  3.34  -4.39
H  0.45  4.49  -4.31
H  -0.98  5.46  -4.43
H  -0.57  4.46  -2.79
H  -2.01  3.15  -3.75
C  4.46  2.10  2.09
O  3.59  1.00  2.02
H  4.74  2.50  1.09
H  4.04  2.85  2.66
H  5.40  1.77  2.60
H  2.72  1.42  1.87
C  -1.70  0.55  -5.53
O  -0.55  0.46  -4.73
H  -1.86  -0.50  -6.02
H  -2.57  0.72  -4.95
H  -1.61  1.34  -6.27
H  -0.44  1.30  -4.20
C  3.58  -1.15  4.77
O  3.16  -1.39  3.42
H  2.79  -0.63  5.38
H  3.80  -2.10  5.27
H  4.42  -0.42  4.81
H  3.28  -0.57  3.03

Properties
highest occupied orbital energy: -9.63 eV
SMILES: C[C@H]1COC(=O)O1.C[C@H]1COC(=O)O1.C[C@H]1COC(=O)O1.CO.CO.CO.CO.CO.CO.CO.CO
calculated total energy: -2071.01650 Eh
HOMO-LUMO gap: 9.988 eV
energy relative to the best compared isomer or geometry (same formula, charge and spin): 4.3 kcal/mol
LUMO level: 0.36 eV

Here are the Löwdin charges for atoms 1 to 5, given in e: C -0.011; C -0.296; C -0.086; O 0.029; C -0.563